1.
ORCA calculation (the ωB97M-V functional and the def2-TZVPD basis) on a 2-piece molecular cluster, C2H7N2O2 overall at a distorted geometry.

```
13
Properties=species:S:1:pos:R:3
N -0.537 -0.749 0.906
C 0.216 0.492 1.153
N 1.107 0.418 2.325
H 0.160 -1.475 0.747
H -0.941 -0.673 -0.035
H -0.491 1.317 1.239
H 0.850 0.728 0.297
H 1.795 -0.330 2.166
H 0.482 0.031 3.041
O -1.493 -0.027 -3.884
C -0.643 0.019 -2.955
O -0.432 -0.750 -2.006
H -0.075 0.999 -2.993
```

## Properties
- Expectation value of S²: 0.7505
- Charge: -2
- Gap between HOMO and LUMO (spin up / spin down): 2.48 / 8.40 eV
- Relative energy (zero: lowest compared OMol25 entry of this formula, charge and spin): 1.3 kcal/mol
- 2S+1: 2

Charges per atom according to Mulliken partitioning, unit e: -0.790 -1.538 -2.785 0.614 0.292 0.589 0.086 1.206 1.342 -0.645 -0.194 -0.415 0.238

2.
ORCA calculation (the ωB97M-V functional and the def2-TZVPD basis) on C32H92F3N4O21Zr as an isolated structure at a distorted geometry.

```
153
Properties=species:S:1:pos:R:3
Zr 8.026 1.027 -0.159
C 2.308 0.348 -1.991
O 1.450 -0.180 -0.978
O 3.637 0.052 -1.530
C 1.843 0.333 -3.449
F 0.590 0.672 -3.609
F 2.567 1.148 -4.240
F 1.969 -0.875 -3.990
C 1.057 -1.524 -1.108
C 0.171 -1.710 0.151
H 0.651 -1.496 1.105
H -0.608 -0.948 0.162
H -0.236 -2.708 0.314
H 1.872 -2.240 -0.999
H 0.501 -1.703 -2.029
H 2.248 1.418 -1.796
C 3.172 -0.694 8.972
C 3.248 -0.328 7.503
C 1.881 0.169 6.942
O 1.534 1.318 7.714
C 0.285 1.776 7.276
N 4.220 0.658 7.241
H 2.642 -1.635 9.122
H 2.564 0.010 9.539
H 4.178 -0.807 9.377
H 3.455 -1.257 6.971
H 1.125 -0.608 7.049
H 2.065 0.454 5.906
H -0.049 2.568 7.946
H -0.554 1.084 7.210
H 0.435 2.153 6.265
H 3.989 1.539 7.677
H 5.059 0.508 7.783
C 7.280 -2.836 -4.769
C 7.411 -3.428 -3.397
C 7.974 -4.931 -3.350
O 8.082 -5.545 -2.088
C 6.874 -5.923 -1.514
N 8.271 -2.572 -2.614
H 6.834 -1.843 -4.707
H 6.639 -3.453 -5.398
H 8.152 -2.702 -5.409
H 6.388 -3.444 -3.022
H 8.907 -4.909 -3.914
H 7.286 -5.481 -3.991
H 6.215 -6.517 -2.148
H 6.227 -5.070 -1.312
H 7.069 -6.444 -0.577
H 8.712 -3.323 -2.102
H 9.004 -2.573 -3.309
C -6.636 2.721 2.702
C -7.805 2.686 3.667
C -8.994 1.807 3.101
O -10.230 2.312 3.553
C -11.331 1.397 3.539
N -7.290 2.424 5.072
H -5.955 1.871 2.654
H -5.873 3.402 3.080
H -7.013 3.102 1.753
H -8.104 3.733 3.623
H -8.855 0.763 3.384
H -9.100 1.802 2.017
H -11.437 0.877 4.491
H -11.276 0.676 2.723
H -12.183 2.073 3.472
H -8.137 2.248 5.593
H -6.857 1.514 5.001
C -2.845 1.449 -8.492
C -2.169 2.845 -8.655
C -0.677 2.707 -9.060
O -0.007 3.891 -8.621
C 1.270 3.971 -9.246
N -2.983 3.652 -9.599
H -3.878 1.586 -8.170
H -2.407 0.896 -7.661
H -2.645 0.887 -9.404
H -2.222 3.290 -7.661
H -0.461 2.569 -10.119
H -0.304 1.804 -8.577
H 1.229 3.828 -10.326
H 1.970 3.200 -8.924
H 1.731 4.933 -9.023
H -2.424 4.460 -9.831
H -2.942 3.159 -10.480
C -4.371 1.113 -2.438
C -4.969 -0.218 -1.974
O -4.424 -1.218 -2.745
O -3.246 1.464 -1.657
H -5.191 1.814 -2.282
H -4.027 1.010 -3.468
H -6.015 -0.267 -2.277
H -5.029 -0.444 -0.909
H -5.126 -1.820 -3.004
H -2.553 0.833 -1.867
C -1.244 6.831 -2.027
C -1.252 6.300 -3.519
O 0.014 6.264 -4.163
O -0.488 5.881 -1.327
H -2.260 6.872 -1.635
H -0.776 7.812 -1.950
H -1.950 6.901 -4.102
H -1.644 5.285 -3.580
H -0.120 5.750 -4.963
H -1.030 5.091 -1.381
C 2.927 6.124 3.437
C 3.479 7.391 2.835
O 4.845 7.345 2.560
O 2.801 5.018 2.529
H 1.952 6.332 3.875
H 3.517 5.779 4.286
H 3.394 8.167 3.596
H 2.941 7.746 1.957
H 5.208 8.232 2.617
H 2.174 5.258 1.842
C 1.686 -6.571 4.922
C 1.893 -7.784 3.973
O 0.749 -7.909 3.136
O 0.741 -6.852 5.966
H 1.333 -5.679 4.405
H 2.655 -6.447 5.406
H 2.014 -8.771 4.419
H 2.685 -7.473 3.292
H 0.052 -8.256 3.698
H -0.126 -6.687 5.587
C -1.818 -7.692 -2.082
C -2.476 -7.099 -3.343
O -2.602 -8.098 -4.341
O -0.425 -7.891 -2.212
H -2.276 -8.641 -1.804
H -1.886 -7.009 -1.235
H -2.008 -6.209 -3.763
H -3.469 -6.800 -3.010
H -1.786 -8.181 -4.840
H -0.084 -8.013 -1.323
C -4.345 -2.638 4.589
C -5.152 -3.981 4.340
O -4.962 -4.980 5.322
O -4.844 -1.891 5.767
H -4.499 -2.001 3.718
H -3.337 -2.877 4.927
H -4.814 -4.418 3.400
H -6.233 -3.844 4.368
H -5.441 -4.734 6.117
H -4.516 -2.282 6.580
O 6.466 4.535 -0.179
H 6.197 5.007 -0.967
H 6.247 5.127 0.541
O 5.657 1.790 2.895
H 4.777 2.149 2.780
H 5.658 1.438 3.785
O 4.650 5.694 -3.590
H 3.770 6.008 -3.380
H 4.551 5.252 -4.434
```

## Properties
- Charge: +3
- Gap between HOMO and LUMO: 1.06 eV

Mulliken atomic charge list, values in e, 99 entries: 1.772 0.141 -0.184 -0.438 0.726 -0.195 -0.247 -0.245 -0.004 -1.272 0.330 0.280 0.385 0.222 0.299 0.208 -1.340 0.452 -0.755 -0.313 -0.745 -0.632 0.356 0.304 0.382 0.295 0.419 0.338 0.268 0.289 0.279 0.262 0.266 -1.600 0.165 -0.787 -0.339 -0.715 -0.503 0.385 0.397 0.413 0.339 0.417 0.432 0.330 0.270 0.275 0.327 0.340 -1.463 0.506 -0.618 -0.290 -0.676 -0.573 0.283 0.424 0.389 0.273 0.326 0.406 0.295 0.345 0.261 0.324 0.260 -1.429 0.399 -0.688 -0.239 -0.763 -0.588 0.377 0.382 0.383 0.256 0.366 0.356 0.341 0.317 0.276 0.300 0.301 -0.327 -0.447 -0.498 -0.486 0.345 0.240 0.344 0.279 0.310 0.239 -0.463 -0.307 -0.487 -0.451 0.275

3.
ORCA calculation (the ωB97M-V functional and the def2-TZVPD basis) on a 3-piece molecular cluster, C17H49IN7O3P3 overall at a distorted geometry.

```
80
Properties=species:S:1:pos:R:3
C -3.512 3.924 2.415
O -3.292 4.484 1.119
C -1.903 4.640 0.860
C -1.670 5.867 -0.122
N -2.259 5.627 -1.449
I 0.499 6.035 -0.429
P -2.313 7.400 0.794
C -3.853 8.113 -0.002
C -0.995 8.699 1.087
H -3.524 2.797 2.382
H -2.743 4.235 3.174
H -4.509 4.240 2.833
H -1.315 4.902 1.789
H -1.434 3.704 0.447
H -3.276 5.679 -1.441
H -1.844 6.263 -2.127
H -4.778 7.652 0.438
H -3.862 8.115 -1.123
H -3.895 9.199 0.306
H -0.124 8.261 1.648
H -1.364 9.551 1.725
H -0.580 9.170 0.152
O -1.840 0.704 2.570
P -1.402 -0.750 2.322
N -2.558 -1.051 1.082
C -3.251 -2.294 0.808
C -2.216 -0.413 -0.188
N -1.957 -1.292 3.877
C -3.383 -1.476 4.120
C -1.399 -0.503 4.978
N -0.647 -2.353 2.046
C -0.820 -3.514 2.908
C 0.795 -2.185 1.776
H -2.613 -3.034 0.307
H -4.109 -2.106 0.157
H -3.666 -2.752 1.702
H -1.438 -0.978 -0.720
H -1.844 0.603 -0.028
H -3.092 -0.324 -0.836
H -3.984 -0.638 3.746
H -3.589 -1.589 5.188
H -3.744 -2.402 3.672
H -1.926 0.448 5.112
H -0.343 -0.277 4.799
H -1.454 -1.061 5.917
H -0.396 -3.372 3.905
H -0.324 -4.380 2.456
H -1.868 -3.795 3.004
H 1.339 -1.897 2.682
H 0.950 -1.402 1.025
H 1.237 -3.100 1.374
O 3.702 -2.557 -0.648
P 3.837 -2.659 -2.177
N 2.218 -2.173 -2.508
C 1.361 -2.638 -3.580
C 2.000 -0.739 -2.320
N 4.005 -4.388 -2.151
C 2.837 -5.232 -1.924
C 5.077 -4.835 -1.257
N 4.227 -2.662 -3.929
C 4.356 -3.858 -4.750
C 5.395 -1.796 -4.183
H 1.625 -2.204 -4.553
H 0.322 -2.368 -3.370
H 1.359 -3.721 -3.679
H 2.389 -0.162 -3.171
H 2.499 -0.382 -1.415
H 0.938 -0.512 -2.199
H 2.214 -4.874 -1.095
H 3.132 -6.262 -1.705
H 2.225 -5.308 -2.823
H 4.763 -4.840 -0.208
H 5.951 -4.180 -1.340
H 5.404 -5.843 -1.524
H 5.200 -4.487 -4.456
H 4.506 -3.568 -5.796
H 3.446 -4.456 -4.741
H 6.318 -2.250 -3.806
H 5.265 -0.830 -3.681
H 5.515 -1.588 -5.249
```

## Properties
- Charge: 0
- SMILES: CN(C)P(=O)(N(C)C)N(C)C.CN(C)P(=O)(N(C)C)N(C)C.COC[C@](N)(I)P(C)C
- Gap between HOMO and LUMO: 6.37 eV

Charges per atom according to Mulliken partitioning, unit e: -0.556 -0.300 -0.756 0.090 -0.678 0.055 0.270 -1.058 -1.071 0.134 0.312 0.265 0.412 0.363 0.246 0.305 0.285 0.348 0.323 0.330 0.350 0.331 -0.769 0.885 0.153 -0.830 -1.131 0.176 -1.038 -1.137 0.085 -0.887 -1.111 0.295 0.366 0.170 0.374 0.184 0.387 0.252 0.387 0.257 0.303 0.378 0.354 0.297 0.370 0.256 0.337 0.354 0.283 -0.843 0.907 0.316 -0.858 -1.223 0.120 -0.918 -1.115 -0.014 -0.886 -1.119 0.306 0.319 0.191 0.292 0.388 0.286 0.158 0.380 0.247 0.317 0.365 0.351 0.291 0.394 0.253 0.365 0.356 0.378

4.
ORCA calculation (the ωB97M-V functional and the def2-TZVPD basis) on one molecule with the formula C19H19N3O3S2 at a distorted geometry.

```
46
Properties=species:S:1:pos:R:3
C 6.366 -4.948 -2.226
H 7.294 -5.154 -1.696
O 5.677 -4.009 -1.439
C 4.467 -3.560 -1.874
C 3.843 -2.622 -1.048
C 2.614 -2.093 -1.389
C 1.980 -2.503 -2.582
C 2.604 -3.430 -3.390
C 3.842 -3.961 -3.044
H 4.293 -4.683 -3.705
H 2.144 -3.762 -4.307
O 0.759 -1.915 -2.839
C 0.080 -2.290 -4.011
H 0.658 -2.042 -4.907
H -0.846 -1.717 -4.011
H -0.156 -3.359 -4.015
N 1.937 -1.147 -0.621
C 2.290 -0.601 0.577
O 3.281 -0.903 1.209
C 1.322 0.423 1.076
C 1.198 0.576 2.455
C 0.345 1.525 2.981
C -0.385 2.357 2.139
C -0.254 2.215 0.763
C 0.591 1.256 0.234
H 0.697 1.188 -0.839
H -0.822 2.858 0.107
C -1.310 3.380 2.710
H -0.920 3.807 3.633
H -1.554 4.161 1.994
S -2.910 2.619 3.211
C -3.716 2.583 1.688
N -3.262 3.072 0.584
N -4.094 2.928 -0.438
C -5.196 2.338 -0.162
C -6.279 2.068 -1.129
H -5.992 2.455 -2.103
H -7.201 2.548 -0.805
H -6.463 0.997 -1.202
S -5.311 1.860 1.537
H 0.246 1.628 4.052
H 1.784 -0.062 3.099
H 1.053 -0.872 -1.026
H 4.331 -2.316 -0.140
H 6.598 -4.549 -3.219
H 5.798 -5.879 -2.334
```

## Properties
- Charge: 0
- SMILES: COc1ccc(OC)c(NC(=O)c2ccc(CSc3nnc(C)s3)cc2)c1
- Gap between HOMO and LUMO: 8.34 eV
- Relative energy (zero: lowest compared OMol25 entry of this formula, charge and spin): 50.4 kcal/mol

Charges per atom according to Mulliken partitioning, unit e: -0.865 0.246 -0.422 0.461 -0.303 0.022 0.655 -0.672 -0.843 0.382 0.373 -0.438 -0.921 0.354 0.254 0.351 -0.073 0.625 -0.665 0.573 -0.741 -0.649 0.718 -0.481 -0.697 0.443 0.423 -1.342 0.550 0.442 -0.122 0.407 0.130 -0.802 0.550 -0.962 0.287 0.294 0.289 -0.189 0.386 0.420 0.290 0.583 0.341 0.339